# C27H35N7S

5 unconnected molecules or ions with the total composition C27H35N7S at a distorted geometry (wB97M-V/def2-TZVPD, OMol25).

Values from the calculation:
* E_HOMO: -7.9038 eV
* largest force on an atom: 7.3 eV/Å
* spin multiplicity: 1
* SMILES string: NCCCCCc1cccc2nsnc12.c1cc[nH]c1.c1cc[nH]c1.c1cc[nH]c1.c1cc[nH]c1
* HOMO-LUMO gap: 6.09 eV
* net charge: 0

Geometry as XYZ:
```
70
Properties=species:S:1:pos:R:3:forces:R:3:lowdin_charge:R:1
N 6.6762 -2.7316 -0.3512 -1.2 -0.4 -0.6 -0.06
C 5.3468 -2.0007 -0.5758 -0.9 0.1 -0.4 -0.29
C 5.5460 -0.4435 -1.0522 0.1 0.4 0.7 -0.21
C 4.1135 0.4206 -1.0833 1.5 -0.8 -0.6 -0.19
C 3.4470 0.1135 -2.5529 -0.5 0.3 0.3 -0.22
C 1.8806 0.6095 -2.7081 0.2 -1.3 1.1 -0.17
C 0.9797 -0.5144 -1.8583 -1.1 -2.1 0.2 -0.09
C 0.9084 -2.1047 -2.2891 -1.7 2.5 3.4 -0.02
C 0.0362 -3.1899 -1.3760 -0.8 3.6 2.1 -0.05
C -0.8341 -2.7194 -0.0277 3.1 2.0 -3.8 0.00
C -0.7289 -1.0878 0.3142 -0.3 1.5 0.7 -0.21
N -1.4342 -0.3875 1.4617 3.9 0.5 -4.6 -0.29
S -0.9205 1.2881 1.3602 0.8 -2.6 -2.0 0.85
N 0.1365 1.4732 -0.0196 -2.2 -7.0 0.6 -0.26
C 0.1657 0.0321 -0.5444 -0.2 -1.0 0.0 -0.20
H 6.6639 -3.2659 0.5476 -0.1 0.6 -1.4 0.06
H 6.8704 -3.4008 -1.1515 -0.4 1.1 1.6 0.07
H 4.6831 -2.5682 -1.3877 1.3 1.1 1.7 0.11
H 4.7086 -2.0127 0.4146 1.3 0.1 -1.9 0.12
H 6.1187 -0.3712 -2.0938 -1.3 -0.2 2.2 0.10
H 6.2174 0.0842 -0.2515 -1.0 -1.1 -1.5 0.11
H 4.4323 1.5530 -0.9320 -1.0 -2.3 -0.5 0.12
H 3.4832 0.0549 -0.1671 0.9 0.8 -1.9 0.11
H 3.4579 -1.0649 -2.7370 0.1 2.7 0.3 0.10
H 4.0623 0.6749 -3.3750 -1.0 -1.2 1.6 0.12
H 1.6197 0.6209 -3.8485 0.2 -0.1 2.3 0.11
H 1.7134 1.6704 -2.2061 0.3 -2.3 -1.2 0.11
H 1.4779 -2.4959 -3.2536 -1.4 1.0 2.3 0.10
H 0.0619 -4.3063 -1.7270 -0.2 2.4 0.9 0.08
H -1.4815 -3.4643 0.6151 1.5 1.8 -1.5 0.09
C 7.0195 -2.3707 -6.5638 -0.3 -0.3 0.1 -0.12
C 7.7662 -1.2977 -6.0213 0.1 0.2 0.3 -0.11
C 7.4726 -1.2313 -4.6776 0.0 0.1 0.0 -0.15
N 6.5713 -2.2236 -4.3915 0.0 0.0 0.0 0.00
C 6.2934 -2.9270 -5.5345 0.0 0.0 -0.1 -0.14
H 7.0131 -2.7026 -7.5939 0.0 0.0 0.2 0.09
H 8.4455 -0.6442 -6.5532 -0.1 -0.1 0.1 0.09
H 7.8258 -0.5639 -3.9030 0.0 -0.1 -0.2 0.10
H 6.1743 -2.4083 -3.4795 0.1 0.1 -0.3 0.12
H 5.6033 -3.7599 -5.5180 0.1 0.1 0.0 0.10
C -5.3706 -0.1044 5.3836 0.2 0.3 0.0 -0.11
C -5.9042 -1.2914 4.8272 0.0 -0.3 -0.3 -0.11
C -5.1628 -1.5884 3.7055 0.0 -0.1 0.0 -0.16
N -4.2037 -0.6197 3.5630 0.1 -0.1 0.4 -0.01
C -4.3193 0.2865 4.5848 0.0 0.0 0.0 -0.14
H -5.7152 0.4091 6.2717 0.1 -0.1 -0.2 0.09
H -6.7389 -1.8679 5.2045 0.1 0.1 -0.1 0.09
H -5.2363 -2.4033 2.9978 0.0 0.1 0.1 0.11
H -3.5176 -0.5802 2.8205 0.0 -0.1 0.2 0.10
H -3.6463 1.1306 4.6549 -0.2 -0.1 0.0 0.10
C -4.9280 5.1982 5.5861 0.3 0.3 0.0 -0.12
C -5.4616 4.0111 5.0298 0.0 -0.3 -0.3 -0.11
C -4.7202 3.7141 3.9081 -0.1 -0.1 0.0 -0.15
N -3.7612 4.6829 3.7656 0.0 0.0 0.0 0.00
C -3.8767 5.5891 4.7874 0.0 0.1 0.1 -0.15
H -5.2726 5.7117 6.4743 0.1 -0.1 -0.2 0.09
H -6.2963 3.4346 5.4071 0.2 0.1 -0.1 0.09
H -4.7937 2.8992 3.2004 -0.1 0.1 0.1 0.10
H -3.0750 4.7224 3.0231 -0.3 0.0 0.3 0.14
H -3.2037 6.4331 4.8575 -0.1 -0.1 0.0 0.10
C -5.3246 0.3842 0.7279 -0.4 0.0 0.1 -0.10
C -4.2769 0.7533 -0.1493 0.1 0.2 -0.4 -0.12
C -4.8441 1.4358 -1.2020 0.1 0.0 -0.1 -0.14
N -6.1978 1.4873 -0.9932 0.0 0.0 0.0 0.00
C -6.4994 0.8534 0.1840 0.0 -0.1 0.0 -0.13
H -5.2320 -0.1635 1.6567 -0.2 0.2 -0.4 0.06
H -3.2221 0.5443 -0.0259 -0.3 0.0 -0.1 0.03
H -4.4017 1.8869 -2.0802 0.0 -0.1 0.2 0.11
H -6.8690 1.9254 -1.6107 0.3 -0.2 0.3 0.15
H -7.5216 0.7893 0.5321 0.2 0.0 0.0 0.11
```
Positions in Å, forces in eV/Å.

---

# C30H34ClN3O

A single C30H34ClN3O molecule (wB97M-V/def2-TZVPD, OMol25).

Values from the calculation:
* E_HOMO: -8.4145 eV
* largest force on an atom: 0.5 eV/Å
* spin multiplicity: 1
* SMILES string: O=C(C1CCN(Cc2ccc(Cl)cc2)CC1)N1CCN(C(c2ccccc2)c2ccccc2)CC1
* HOMO-LUMO gap: 9.01 eV
* net charge: 0

Geometry as XYZ:
```
69
Properties=species:S:1:pos:R:3:forces:R:3:lowdin_charge:R:1
O -0.6986 -1.4742 -2.2427 -0.3 0.1 -0.2 0.06
C -0.0689 -1.5114 -1.2001 -0.1 -0.2 0.4 -0.42
C -0.7816 -1.5083 0.1482 -0.3 0.1 -0.3 -0.23
C -0.9253 -0.0597 0.6338 0.0 -0.1 0.3 -0.12
C -1.7720 -0.0189 1.9130 0.2 0.2 -0.1 -0.18
N -3.0825 -0.6154 1.7691 -0.1 0.1 0.1 -0.17
C -4.0252 0.1860 1.0054 0.1 0.0 0.1 -0.15
C -5.4304 -0.3116 1.2155 -0.1 0.0 -0.1 -0.22
C -5.8795 -0.5897 2.5015 0.0 0.0 -0.1 -0.03
C -7.1666 -1.0414 2.7212 -0.1 0.0 0.0 -0.10
C -8.0181 -1.2127 1.6407 0.2 0.1 -0.1 -0.68
Cl -9.6339 -1.7736 1.9064 -0.2 -0.1 0.0 0.66
C -7.5913 -0.9428 0.3520 -0.2 0.0 0.1 -0.10
C -6.2970 -0.4966 0.1475 0.1 0.0 0.1 -0.03
C -2.9698 -1.9836 1.2962 0.1 -0.2 -0.1 -0.17
C -2.1740 -2.1266 -0.0049 0.0 0.1 0.2 -0.13
N 1.2852 -1.5589 -1.2028 0.4 -0.1 -0.2 -0.04
C 2.1937 -1.4395 -0.0889 0.1 0.3 0.3 -0.12
C 2.9893 -0.1345 -0.2076 -0.1 -0.3 0.2 -0.16
N 3.7187 -0.1369 -1.4591 0.1 0.0 -0.1 -0.13
C 4.7264 0.9182 -1.5876 -0.1 -0.1 -0.1 -0.23
C 4.1318 2.3007 -1.4083 0.0 0.0 -0.1 -0.20
C 3.7001 3.0157 -2.5191 0.1 -0.1 0.1 -0.04
C 3.0741 4.2415 -2.3739 -0.1 0.1 -0.1 -0.08
C 2.8686 4.7701 -1.1116 0.0 0.1 0.0 -0.09
C 3.2992 4.0690 0.0021 0.0 0.0 0.1 -0.07
C 3.9242 2.8436 -0.1444 0.0 0.0 0.0 -0.06
C 5.9097 0.6473 -0.6821 0.1 0.0 0.0 -0.18
C 6.7879 1.6709 -0.3471 0.0 0.0 0.0 -0.04
C 7.8936 1.4177 0.4452 0.1 0.1 0.0 -0.08
C 8.1410 0.1368 0.9081 0.1 0.0 0.1 -0.09
C 7.2830 -0.8922 0.5605 0.1 0.0 0.0 -0.08
C 6.1788 -0.6396 -0.2339 0.0 0.0 0.0 -0.04
C 2.7887 -0.2047 -2.5693 -0.1 -0.3 -0.1 -0.15
C 1.9915 -1.5042 -2.4672 -0.1 0.2 -0.4 -0.11
H -0.2237 -2.0924 0.8860 0.0 0.0 0.0 0.14
H -1.4081 0.5295 -0.1485 0.0 0.0 -0.1 0.13
H 0.0533 0.3827 0.8312 0.0 0.1 0.0 0.11
H -1.2512 -0.5729 2.7024 0.1 0.1 0.0 0.12
H -1.8920 1.0143 2.2489 0.0 0.0 0.1 0.12
H -3.9590 1.2128 1.3824 0.1 0.0 -0.1 0.13
H -3.8056 0.2117 -0.0730 0.0 0.1 0.0 0.12
H -5.2006 -0.4581 3.3295 0.1 0.0 0.1 0.12
H -7.5119 -1.2584 3.7199 -0.1 0.0 0.1 0.10
H -8.2617 -1.0843 -0.4813 -0.1 0.0 0.0 0.10
H -5.9619 -0.2915 -0.8590 0.1 0.0 -0.1 0.11
H -2.4751 -2.5576 2.0876 -0.1 -0.1 0.0 0.12
H -3.9769 -2.3851 1.1662 0.1 -0.1 0.1 0.12
H -2.6912 -1.6322 -0.8276 0.0 -0.1 0.0 0.11
H -2.0827 -3.1826 -0.2638 -0.1 0.0 -0.1 0.13
H 1.6669 -1.4587 0.8620 0.0 0.0 0.0 0.11
H 2.8927 -2.2840 -0.1230 0.0 0.0 0.1 0.13
H 3.7003 -0.0689 0.6179 0.0 0.0 0.0 0.12
H 2.2872 0.7161 -0.1406 0.1 -0.1 0.0 0.12
H 5.0991 0.8404 -2.6196 -0.1 0.1 0.1 0.16
H 3.8607 2.6120 -3.5093 0.0 -0.1 -0.1 0.11
H 2.7466 4.7839 -3.2488 0.0 0.0 -0.1 0.10
H 2.3791 5.7257 -0.9958 0.0 0.1 0.0 0.10
H 3.1480 4.4778 0.9907 0.0 0.0 0.1 0.10
H 4.2684 2.3112 0.7306 0.0 0.0 0.1 0.12
H 6.6070 2.6723 -0.7106 0.0 0.1 0.0 0.12
H 8.5654 2.2245 0.6996 0.1 0.1 0.0 0.10
H 9.0027 -0.0595 1.5289 0.1 0.0 0.1 0.10
H 7.4771 -1.8975 0.9053 0.0 -0.1 0.0 0.10
H 5.5176 -1.4425 -0.5207 -0.1 -0.1 0.0 0.11
H 3.3510 -0.2027 -3.5055 0.0 0.0 0.0 0.13
H 2.0874 0.6479 -2.5767 0.0 0.0 0.0 0.13
H 1.2538 -1.5678 -3.2677 0.1 0.0 0.1 0.12
H 2.6762 -2.3568 -2.5245 0.0 0.0 0.0 0.13
```
Positions in Å, forces in eV/Å.

---

# C7H10O

A molecular structure, C7H10O at a distorted geometry (wB97M-V/def2-TZVPD, OMol25).

Values from the calculation:
* E_HOMO: -9.2129 eV
* largest force on an atom: 10.2 eV/Å
* spin multiplicity: 1
* HOMO-LUMO gap: 8.64 eV
* ΔE to the lowest compared entry with this formula, charge and spin: 796.61 kJ/mol
* net charge: 0

Geometry as XYZ:
```
18
Properties=species:S:1:pos:R:3:forces:R:3:lowdin_charge:R:1
C -0.7596 1.8310 -0.9901 -0.8 0.2 -2.9 -0.15
C -0.4292 1.5283 0.5411 0.1 -0.7 -3.9 -0.23
C 0.2639 0.0992 0.4654 0.8 9.2 4.3 -0.44
C 1.3010 0.1649 1.2401 3.8 0.1 4.4 0.04
C -0.1632 -0.9950 -0.1431 -2.0 -9.2 -0.9 -0.31
C -0.9636 -1.9866 0.4974 3.9 1.5 -5.0 0.17
C 0.8821 -1.6310 -1.1316 0.8 0.2 -2.4 -0.18
H -0.6689 0.4282 -1.3237 -0.6 5.0 -0.7 0.14
H 0.1146 2.8282 -1.6609 -2.6 -3.7 2.1 0.16
H -2.0135 2.2784 -1.3810 4.0 -1.5 1.6 0.12
H 0.1326 2.2967 1.0924 -0.2 -0.6 -0.4 0.10
H -1.3792 1.3698 0.9604 -1.3 -0.1 1.1 0.07
H 1.6889 -0.7550 1.7781 0.2 0.9 -1.3 0.10
H 1.7733 1.1751 1.7240 -1.5 -2.6 -1.4 0.12
H -1.3638 -1.8508 1.4250 -1.4 0.4 2.1 0.04
H -0.8919 -2.9713 -0.0005 -0.6 0.5 0.6 0.07
H 0.5815 -2.7282 -1.4920 0.6 1.9 0.8 0.15
O 1.8951 -1.0820 -1.6011 -3.2 -1.6 1.9 0.03
```
Positions in Å, forces in eV/Å.